[1]
# C50H58BrF11O27Si2

10 unconnected molecules or ions with the total composition C50H58BrF11O27Si2 (the ωB97M-V functional and the def2-TZVPD basis, the Open Molecules 2025 dataset).

Structure (XYZ):
```
149
Properties=species:S:1:pos:R:3:forces:R:3:mulliken_charge:R:1
C 1.37960 -3.58602 3.51916 -0.49 -0.17 0.27 -0.8783
C 1.42710 -2.46075 4.23070 0.95 -0.51 -0.73 -0.1764
C 2.58956 -1.51408 4.04513 -0.26 0.36 1.23 -1.0049
Si 2.12665 0.11618 3.16070 0.38 -1.07 0.27 -1.6385
C 3.77176 0.94099 2.73977 -0.84 0.60 -0.21 -0.4979
C 3.71721 2.28609 1.94272 1.60 -0.95 0.01 0.1141
C 4.51274 2.19730 0.60415 -0.31 0.21 0.23 -1.1796
Br 1.91657 2.99534 1.63326 0.11 0.12 0.07 -0.0564
C 1.07980 -0.37080 1.67861 0.19 0.44 -0.01 1.0351
C -0.17543 -0.94775 1.79502 -0.02 -0.11 1.48 0.3032
C -0.94912 -1.27361 0.71730 -1.17 -0.47 -0.46 -0.8336
C -0.51454 -1.02585 -0.56987 -0.11 -0.20 0.19 -0.8762
C 0.73483 -0.47319 -0.70351 0.36 0.23 -1.44 -1.0752
C 1.50907 -0.15042 0.38303 0.87 0.32 -0.05 -0.1972
C 1.17137 1.15075 4.50071 -0.23 -0.15 -0.62 1.7925
F 1.96719 2.24056 4.81377 -0.11 -0.05 0.11 -0.3400
F 1.09575 0.42024 5.68007 0.09 0.07 0.01 -0.3661
C -0.24990 1.56852 4.12243 -0.46 1.14 0.69 -0.8963
C -0.57832 3.05527 4.46699 0.62 -0.45 -0.39 -0.5676
Si -2.27134 3.55283 3.79699 -0.57 0.12 0.35 -0.0105
C -3.54419 3.18239 5.16121 0.41 0.26 -0.86 -1.1381
C -2.33561 5.37740 3.26858 0.14 -1.10 0.11 -1.1476
C -2.80380 2.55044 2.28609 0.39 -0.01 0.29 0.3009
C -2.51763 2.93477 0.98736 0.66 1.07 -0.14 -0.1192
C -2.91485 2.20451 -0.10199 -0.12 -0.16 -1.45 -0.7241
C -3.62466 1.03558 0.04259 0.06 -0.10 0.09 -0.7075
C -3.88629 0.61892 1.32657 -0.84 -1.21 -0.23 -0.3807
C -3.49347 1.35387 2.41200 -0.04 -0.11 1.09 -0.2081
H 2.24304 -3.94373 2.96294 -0.25 0.27 -0.28 0.2780
H 0.47752 -4.19559 3.48863 0.30 -0.13 0.27 0.2592
H 0.64939 -2.25110 4.96214 -0.04 0.40 -0.34 0.3815
H 3.44715 -1.98859 3.55549 -0.28 -0.07 -0.16 0.4912
H 2.93626 -1.23211 5.05443 0.09 0.16 -0.26 0.3979
H 4.38162 0.19914 2.21372 -0.07 0.14 0.00 0.5015
H 4.26399 1.12147 3.70079 -0.11 -0.07 -0.09 0.1739
H 4.23605 3.02678 2.55158 -0.53 0.16 0.01 0.5605
H 5.34044 2.92278 0.63048 -0.47 -0.15 -0.31 0.0846
H 4.96254 1.21292 0.44323 -0.17 0.05 0.17 0.3667
H 3.83169 2.38938 -0.22786 0.38 0.15 -0.08 0.3842
H -0.55023 -1.14905 2.79680 -0.14 -0.01 -0.18 0.4713
H -1.93463 -1.71122 0.85733 0.13 0.06 0.14 0.4881
H -1.13857 -1.26340 -1.42556 0.08 0.08 0.04 0.6945
H 1.12416 -0.24892 -1.69534 -0.07 -0.06 0.09 0.5683
H 2.47131 0.31276 0.17730 -0.05 -0.05 0.14 0.1446
H -0.92509 0.95172 4.72967 0.09 -0.21 -0.37 0.3331
H -0.48267 1.43733 3.06394 0.30 -0.35 0.11 -0.0243
H 0.20694 3.67150 4.00960 -0.20 0.02 0.05 0.3777
H -0.47797 3.19796 5.54982 -0.23 0.13 -0.14 0.5003
H -4.49291 3.62038 4.83148 0.02 -0.03 0.37 0.2924
H -3.68457 2.10362 5.27220 0.05 0.16 0.23 0.3277
H -3.17144 3.63825 6.08240 -0.35 -0.13 0.05 0.3513
H -3.21333 5.47702 2.62302 0.04 0.29 0.21 0.3349
H -1.44046 5.57294 2.66863 -0.11 0.30 0.19 0.2963
H -2.39261 6.00531 4.16012 0.05 0.22 -0.30 0.3785
H -1.95913 3.84813 0.78557 -0.06 -0.04 0.16 0.3380
H -2.69920 2.51952 -1.12054 0.17 0.25 0.24 0.3842
H -3.94758 0.45070 -0.81149 0.03 0.08 0.04 0.4743
H -4.43467 -0.30908 1.47253 0.07 0.11 0.08 0.5592
H -3.73513 0.97022 3.40121 -0.01 0.03 -0.10 0.2663
C 7.19994 4.88302 2.80974 -0.61 0.26 0.19 0.1256
C 8.68517 5.10784 2.84498 0.28 -0.28 0.33 0.2050
O 9.16956 4.22997 1.84609 -0.68 0.42 -0.25 -0.2981
C 8.15056 4.11367 0.92646 -0.01 -0.23 -0.46 0.7228
O 8.28272 3.67660 -0.16297 0.00 -0.06 0.12 -0.4958
O 6.97206 4.57306 1.43498 0.61 -0.02 0.05 -0.3279
F 9.20683 4.73417 4.04215 0.12 0.05 0.01 -0.2717
H 6.89049 4.03775 3.42463 0.20 0.02 0.09 -0.1633
H 6.63900 5.76419 3.11312 -0.08 0.00 -0.23 0.3892
H 8.99116 6.12978 2.61427 0.12 -0.02 0.14 0.2830
C -5.40376 -3.54788 4.85825 -0.13 -0.39 0.23 -0.5013
C -5.68397 -2.07020 4.77532 0.27 0.25 0.21 0.3927
O -5.35581 -1.76790 3.42985 -0.36 -0.36 0.03 -0.0917
C -5.58334 -2.90651 2.71351 0.02 -0.10 -0.30 0.6567
O -5.66972 -2.94480 1.52962 0.03 0.05 0.04 -0.5515
O -5.70317 -3.98069 3.52772 0.08 0.32 0.00 -0.3519
F -4.86838 -1.36259 5.59905 -0.01 0.06 -0.08 -0.3157
H -4.35642 -3.75628 5.08402 0.03 0.19 -0.02 0.3188
H -6.03097 -4.05698 5.58566 -0.12 -0.08 -0.20 0.2859
H -6.72238 -1.79583 4.96452 0.05 0.08 0.05 0.1824
C 1.04490 -3.93463 -2.11524 -0.24 -0.01 0.49 -0.2227
C 0.84622 -3.68560 -3.58630 0.31 0.29 0.03 0.4440
O 1.93241 -4.38365 -4.17378 -0.51 -0.34 0.59 -0.2453
C 2.22271 -5.42458 -3.32020 0.39 -0.40 0.11 0.4445
O 2.88706 -6.35697 -3.61255 0.00 0.14 -0.05 -0.4932
O 1.64030 -5.23543 -2.11215 -0.04 0.19 -0.42 -0.3454
F 0.96110 -2.36310 -3.88841 -0.04 -0.03 -0.15 -0.2492
H 1.73029 -3.21749 -1.66072 -0.01 0.10 -0.17 0.1927
H 0.11078 -3.92934 -1.55881 0.06 -0.20 0.06 0.2126
H -0.09378 -4.06892 -3.98789 -0.02 0.16 -0.08 0.2403
C 8.64169 1.39817 3.87977 0.73 0.19 0.03 -0.2616
C 7.42437 1.14921 4.72280 -0.30 0.15 -0.21 0.1824
O 6.66184 0.28719 3.90390 0.47 -0.24 0.23 -0.1348
C 7.55602 -0.41663 3.13743 0.01 -0.27 -0.42 0.5268
O 7.28985 -1.39943 2.53583 -0.07 0.12 0.03 -0.4982
O 8.78053 0.17105 3.16309 -0.46 -0.01 0.26 -0.3704
F 6.72291 2.29616 4.92922 -0.12 -0.04 0.08 -0.2744
H 8.49638 2.21310 3.17030 -0.14 -0.01 0.10 0.1202
H 9.52800 1.60396 4.47527 0.09 -0.15 -0.11 0.3147
H 7.62259 0.66987 5.68300 -0.11 0.12 0.06 0.2620
C 2.65717 -2.80762 -6.67533 -0.18 -0.30 0.19 -0.0565
C 2.40084 -1.33081 -6.82234 0.43 0.12 0.12 0.3974
O 2.73328 -1.09431 -8.18132 -0.37 -0.25 0.00 -0.2505
C 2.48836 -2.26096 -8.84940 -0.04 -0.16 -0.27 0.6131
O 2.40450 -2.34594 -10.03063 0.09 0.02 0.08 -0.5573
O 2.34979 -3.29474 -7.98928 0.04 0.43 -0.03 -0.3533
F 3.22530 -0.59769 -6.03473 -0.04 0.08 -0.06 -0.3054
H 3.70058 -3.02668 -6.44243 0.02 0.18 0.01 0.2126
H 2.02567 -3.26973 -5.92703 0.03 -0.07 -0.40 -0.0103
H 1.36735 -1.02957 -6.64236 0.06 0.11 0.07 0.3433
C -9.97158 -3.83860 0.85382 0.02 -0.46 -0.27 -0.3678
C -9.96380 -2.36174 0.56118 -0.53 0.14 -0.08 0.2620
O -9.96310 -1.78364 1.86032 0.58 -0.42 -0.07 -0.2967
C -9.33670 -2.68768 2.66862 -0.01 -0.04 0.26 0.7937
O -8.92044 -2.43575 3.75472 -0.02 0.08 0.08 -0.5946
O -9.24131 -3.89638 2.08209 -0.07 0.33 0.00 -0.3176
F -11.09020 -1.97862 -0.08769 0.05 0.11 0.01 -0.2918
H -10.98044 -4.22330 1.00965 -0.06 0.20 0.01 0.2142
H -9.48291 -4.42537 0.07996 0.20 -0.01 0.17 0.3077
H -9.08918 -2.01356 0.00908 -0.09 0.09 -0.05 0.3439
C -12.70754 -1.78024 3.63724 0.59 0.23 0.10 -0.4357
C -13.96890 -2.08263 4.40364 -0.28 0.32 -0.20 0.2960
O -14.66044 -2.95362 3.52748 0.46 -0.21 0.16 -0.3285
C -13.71178 -3.60861 2.80044 -0.06 -0.31 -0.36 0.5490
O -13.90705 -4.58906 2.16521 0.04 0.09 -0.02 -0.5020
O -12.50280 -2.99329 2.90426 -0.39 0.04 0.23 -0.2050
F -14.71358 -0.96789 4.59734 -0.04 -0.07 0.05 -0.2865
H -12.83258 -0.95052 2.94018 -0.20 0.00 0.05 0.2613
H -11.86034 -1.56937 4.28639 0.09 -0.20 -0.09 0.2882
H -13.80881 -2.58173 5.36125 -0.09 0.09 0.05 0.2873
C 5.47436 -1.58356 -10.42985 -0.34 -0.47 -0.03 -0.0364
C 5.80850 -0.35560 -11.23195 0.09 0.23 0.38 0.2514
O 7.21601 -0.28447 -11.12313 -0.19 -0.37 -0.27 -0.3205
C 7.65985 -1.57063 -10.96363 0.35 -0.21 0.14 0.5869
O 8.78380 -1.91321 -11.10162 -0.07 0.08 0.05 -0.4967
O 6.63385 -2.39742 -10.63234 0.08 0.42 -0.11 -0.3490
F 5.26340 0.75808 -10.67363 0.02 0.15 -0.09 -0.2168
H 5.36582 -1.36126 -9.36620 0.06 0.21 -0.05 0.1323
H 4.57640 -2.08290 -10.78072 0.14 -0.16 -0.06 0.1643
H 5.52544 -0.41114 -12.28442 -0.08 0.17 0.03 0.2628
C 3.25233 3.73124 -9.57688 0.09 -0.22 -0.49 -0.2424
C 3.72073 3.57473 -8.15325 0.17 0.43 0.09 0.4326
O 2.61762 4.06204 -7.41076 -0.11 -0.44 -0.27 -0.3228
C 1.50357 3.82571 -8.16645 -0.36 0.12 0.04 0.6511
O 0.39375 3.86021 -7.75478 0.08 0.04 -0.02 -0.5010
O 1.84116 3.53730 -9.45009 0.17 0.05 0.31 -0.3301
F 4.80278 4.34961 -7.89594 -0.01 -0.05 0.08 -0.2895
H 3.44840 4.73013 -9.96992 0.08 0.05 0.20 0.2763
H 3.69131 2.99530 -10.24664 -0.22 -0.10 0.00 0.1358
H 3.93392 2.54557 -7.85742 0.12 0.05 0.04 0.2022
```
Positions in Å, forces in eV/Å.

Computed properties:
**Structure (SMILES)**: C=CC[Si@@](C[C@@H](C)Br)(c1ccccc1)C(F)(F)CC[Si](C)(C)c1ccccc1.O=C1OC[C@@H](F)O1.O=C1OC[C@@H](F)O1.O=C1OC[C@@H](F)O1.O=C1OC[C@@H](F)O1.O=C1OC[C@@H](F)O1.O=C1OC[C@@H](F)O1.O=C1OC[C@@H](F)O1.O=C1OC[C@@H](F)O1.O=C1OC[C@@H](F)O1

***

[2]
# C50H58F6N5O6S2ScSi

A molecular structure, C50H58F6N5O6S2ScSi (the ωB97M-V functional and the def2-TZVPD basis, the Open Molecules 2025 dataset).

Structure (XYZ):
```
129
Properties=species:S:1:pos:R:3:forces:R:3:mulliken_charge:R:1
Sc 0.13989 0.79585 -0.63136 0.29 -0.33 0.40 -0.7526
F -0.71177 1.21742 -4.25176 -0.05 0.11 0.07 0.0945
C -1.99474 1.58680 -4.24323 0.11 -0.17 -0.17 0.3863
F -2.13747 2.69585 -4.96013 -0.04 0.05 0.14 -0.2638
F -2.68921 0.62665 -4.86909 -0.13 0.04 0.26 -0.2893
S -2.63119 1.85998 -2.48290 -0.08 -0.24 -1.34 1.5040
O -1.84179 0.92725 -1.68488 -0.36 -0.05 0.27 -1.1041
O -4.01097 1.54588 -2.63010 -0.19 0.23 0.42 -0.7284
N -2.36315 3.38149 -2.23174 -0.05 -0.19 0.41 -0.6951
S -0.88514 3.82008 -1.87421 0.27 0.94 -0.74 1.2754
O 0.00012 2.67554 -1.84874 0.42 0.00 0.08 -1.3428
O -0.78926 4.80991 -0.86202 -0.42 -0.04 0.32 -0.7422
C -0.30940 4.77626 -3.37859 0.24 -0.01 -0.05 0.5309
F 0.72359 5.53001 -3.01015 -0.06 -0.05 0.09 -0.2076
F -1.27072 5.57080 -3.84038 -0.10 -0.11 0.13 -0.2348
F 0.09845 3.97636 -4.35840 -0.08 -0.10 0.07 -0.1662
C -3.68351 5.85987 2.55600 0.10 0.05 -0.15 -1.3505
C -3.61805 5.12725 1.21199 -0.02 -0.06 0.09 -0.6188
C -4.28119 3.76991 1.26517 0.07 -0.06 -0.14 0.9942
C -5.67210 3.79747 1.27150 -0.11 -0.07 0.08 -0.6886
C -6.43691 2.64753 1.29543 -0.01 0.07 -0.01 -1.2739
C -5.79276 1.42643 1.30323 -0.02 0.00 0.02 -0.6526
C -4.40902 1.34491 1.29295 0.13 -0.04 -0.06 0.2349
C -3.78922 -0.03013 1.30035 -0.10 0.15 -0.02 1.9111
C -4.13232 -0.82506 2.56184 0.03 0.05 -0.15 -1.5000
C -3.62265 2.51516 1.26378 -0.38 -0.04 0.19 -0.5346
N -2.22341 2.36273 1.13738 0.28 0.03 -0.41 1.2108
C -1.43701 3.15582 1.76777 -0.20 -0.21 0.24 -1.2344
C -0.02757 3.24086 1.60048 0.51 0.25 -0.31 0.3844
C 0.77204 4.21518 2.21735 -0.31 -0.23 0.06 -1.0353
C 2.07083 4.01381 1.76644 0.20 -0.03 0.11 -1.8329
C 2.01567 2.92530 0.90036 0.08 -0.14 -0.23 -0.3864
N 0.76073 2.45391 0.76329 -0.69 0.29 0.07 1.8759
H -3.19348 6.83149 2.48044 -0.01 0.03 0.03 0.4092
H -3.18720 5.29303 3.34616 -0.03 -0.01 0.03 0.2953
H -4.71751 6.02368 2.86028 -0.01 -0.03 0.04 0.3981
H -2.59104 5.05881 0.87834 0.20 0.00 -0.14 -0.2148
H -4.14397 5.72600 0.46442 0.03 -0.01 -0.01 0.6005
H -6.16618 4.76229 1.24422 0.02 0.02 -0.01 0.4475
H -7.51749 2.70597 1.29315 -0.01 -0.01 -0.02 0.3742
H -6.37271 0.51084 1.30192 0.00 -0.02 0.00 0.4267
H -2.71277 0.04516 1.19448 -0.09 -0.03 -0.15 -1.2821
H -4.16615 -0.57057 0.42619 0.13 -0.07 0.01 0.6035
H -3.79848 -0.29543 3.45684 -0.17 -0.02 -0.03 0.2342
H -3.64816 -1.80260 2.53353 -0.05 -0.02 0.06 0.1634
H -5.20757 -0.98153 2.64473 0.00 -0.01 0.08 0.5544
H -1.82820 3.80740 2.55403 -0.03 0.19 -0.09 0.3163
H 0.41487 4.97979 2.89031 -0.01 0.03 0.02 0.6448
H 2.95117 4.57948 2.02390 0.03 -0.01 -0.02 0.5225
H 2.84150 2.45905 0.38062 -0.03 0.02 -0.02 0.1256
C 3.28339 -1.92136 -6.01423 0.00 0.03 0.02 -0.5521
C 2.61924 -0.71034 -6.15709 -0.02 -0.03 -0.08 -0.7777
C 2.37743 0.08540 -5.04658 -0.02 0.07 0.11 -0.1543
C 2.78199 -0.29603 -3.76299 -0.40 0.00 0.32 0.3748
C 3.44511 -1.51913 -3.64659 0.04 0.02 0.09 -0.3511
C 3.70076 -2.31905 -4.75150 0.03 -0.06 -0.05 -0.6718
Si 2.37342 0.87273 -2.27147 1.24 0.31 -0.48 2.6008
C 4.11077 1.01929 -1.43555 -0.40 -0.04 0.08 0.0187
C 4.78518 2.24265 -1.45979 -0.03 0.01 -0.06 -0.2309
C 6.01756 2.41046 -0.84482 0.02 0.00 0.03 -0.7232
C 6.61737 1.34263 -0.19246 0.03 0.05 -0.01 -0.5640
C 5.96476 0.11962 -0.14727 0.04 -0.05 0.05 -0.8914
C 4.72435 -0.03184 -0.75017 -0.04 0.00 -0.02 0.2242
H 3.48617 -2.54065 -6.87874 -0.01 -0.01 0.00 0.3686
H 2.29375 -0.38248 -7.13723 0.01 0.01 -0.01 0.4454
H 1.87017 1.03528 -5.17319 -0.01 0.01 -0.04 0.3514
H 3.78450 -1.85366 -2.67300 0.01 -0.03 0.01 0.2108
H 4.22723 -3.25906 -4.63413 0.01 0.01 0.04 0.4289
H 2.46893 2.15587 -3.08111 -0.32 -0.14 0.27 -0.6717
H 4.33111 3.08061 -1.97652 0.01 0.03 0.00 0.2994
H 6.50689 3.37652 -0.87308 0.03 -0.01 -0.03 0.4150
H 7.58751 1.46300 0.27332 -0.01 0.00 0.03 0.3824
H 6.42269 -0.71565 0.37003 -0.01 -0.02 -0.01 0.4010
H 4.22298 -0.98994 -0.67743 0.01 0.01 0.05 0.0873
C 1.69093 -7.53035 -0.06374 -0.01 0.03 0.03 -1.5217
C 0.82278 -6.37390 0.33989 -0.08 0.02 -0.01 0.7297
C -0.04368 -5.78431 -0.57189 0.02 0.02 0.04 -1.0868
C -0.78590 -4.65735 -0.24952 -0.02 0.07 0.10 0.8627
C -1.77154 -4.10151 -1.23712 0.10 0.00 0.09 -0.8716
C -0.65896 -4.10634 1.03427 0.16 -0.28 -0.39 0.3431
C -1.32757 -2.84942 1.40979 -0.19 0.26 0.28 -0.8354
O -1.36001 -1.81412 0.78069 -0.24 -0.65 -0.04 0.6152
C 0.13738 -4.74394 1.99612 -0.01 0.07 0.04 1.0208
C 0.26574 -4.20007 3.39486 0.03 -0.03 -0.12 -1.4256
C 0.87474 -5.85837 1.62985 0.02 -0.01 -0.04 -1.0916
H 1.37674 -7.93711 -1.02319 0.02 -0.04 -0.01 0.3631
H 1.66408 -8.32645 0.68016 0.01 -0.02 0.00 0.3781
H 2.72673 -7.19945 -0.15916 0.03 -0.05 -0.01 0.3054
H -0.13979 -6.20810 -1.56520 0.01 0.00 -0.02 0.3317
H -2.77620 -4.46214 -1.00250 -0.01 -0.01 -0.04 0.4163
H -1.52493 -4.42308 -2.24742 -0.03 0.00 -0.03 0.3291
H -1.78682 -3.01964 -1.19659 -0.07 0.00 -0.04 -0.2846
H -1.80939 -2.88653 2.40967 0.07 0.09 -0.01 0.2167
H 0.78468 -3.24016 3.37215 0.01 0.10 0.07 0.1128
H 0.85128 -4.88415 4.00646 0.00 0.02 0.04 0.4472
H -0.71064 -4.06857 3.86579 0.04 0.03 0.05 0.3520
H 1.52008 -6.32411 2.36615 0.02 -0.02 0.00 0.3805
C 0.24669 -2.60229 -3.86833 0.04 0.07 0.04 -1.5107
C -0.59571 -1.69662 -3.01646 -0.17 -0.21 -0.19 -0.0806
N -1.89593 -1.62285 -3.34222 -0.02 0.20 0.08 0.1064
O -0.13916 -1.09012 -2.04786 0.29 0.17 0.49 0.9504
H -0.36190 -3.26798 -4.47789 -0.01 -0.01 0.00 0.6531
H 0.91112 -3.18352 -3.23139 -0.02 0.02 0.04 0.2016
H 0.87851 -1.99260 -4.51554 -0.02 0.00 -0.02 0.1191
H -2.22927 -1.97023 -4.22258 0.01 -0.07 0.00 0.2282
H -2.48407 -0.98541 -2.82835 0.00 0.01 0.02 0.0434
C -1.07729 -0.11428 3.51731 -0.29 -0.14 -0.20 -0.2812
N -0.01590 0.63351 4.22538 0.15 -0.13 -0.10 0.1151
C 0.40740 -0.07605 5.44823 0.09 -0.19 0.33 -0.7778
C 1.15481 0.92053 3.29164 0.44 0.04 -0.47 -0.6837
C 1.63217 -0.24813 2.46194 -0.16 0.13 0.20 0.7338
C 2.67717 -0.99806 3.01208 -0.08 -0.06 -0.02 -0.6558
C 3.21060 -2.07993 2.33532 0.00 -0.08 0.01 -1.4437
C 2.67666 -2.40606 1.09911 0.06 -0.10 0.06 -0.3855
C 1.66626 -1.63027 0.55003 -0.22 0.09 -0.04 0.4531
C 1.09148 -0.50208 1.17737 0.41 0.03 -0.44 1.4779
H -1.91232 -0.31841 4.18544 0.18 0.14 0.09 0.5924
H -0.64137 -1.03935 3.16366 0.03 -0.11 0.04 -0.2013
H -1.41164 0.44185 2.64176 0.10 0.11 0.17 -0.1114
H -0.39223 1.54423 4.48860 0.05 0.03 -0.05 0.3455
H 0.83895 -1.03376 5.16426 -0.01 0.02 -0.10 0.3016
H -0.44642 -0.24418 6.10184 -0.07 0.03 -0.08 0.3077
H 1.15630 0.50743 5.97920 0.00 0.07 -0.10 0.3652
H 1.96320 1.31144 3.90927 -0.13 0.03 0.13 0.9273
H 0.79996 1.69650 2.62570 0.01 -0.08 0.29 -1.4332
H 3.10458 -0.71064 3.96881 -0.05 0.01 0.02 0.4007
H 4.02449 -2.65157 2.76298 0.02 0.00 -0.01 0.4363
H 3.06273 -3.25818 0.55040 0.01 -0.01 -0.03 0.3779
H 1.29976 -1.92854 -0.42881 0.02 0.00 -0.01 -0.0661
```
Positions in Å, forces in eV/Å.

Computed properties:
**Relative energy (zero: lowest compared OMol25 entry of this formula, charge and spin)**: 429.5 kJ/mol

***

Total energy across the listed records, respectively: -8223.23217 -5111.14106 Ha.
Strongest force on any atom across the listed records, respectively: 1.9 1.4 eV/Å.